C21H35Cl2HgN2O4 as an isolated structure at a distorted geometry, computed with the ωB97M-V functional and the def2-TZVPD basis.

Computed properties:
gap between HOMO and LUMO (spin up / spin down)	0.2278 / 0.1326	Eh
energy	-2305.46973	Eh
F_max	4.78	eV/Å

Geometry as ORCA input:
```
! wB97M-V def2-TZVPD RIJCOSX def2/J DEFGRID3
* xyz -1 1
O 1.890 -1.133 0.283
C 2.723 -1.676 1.060
C 3.475 -2.824 0.465
C 2.844 -3.690 -0.452
H 1.772 -3.586 -0.633
C 3.585 -4.648 -1.137
H 3.082 -5.298 -1.858
C 4.960 -4.779 -0.904
H 5.538 -5.534 -1.441
C 5.587 -3.939 0.023
H 6.655 -4.035 0.232
C 4.857 -2.960 0.696
H 5.350 -2.272 1.386
H 4.125 -1.287 2.605
C 2.428 -2.432 3.384
C 3.038 -1.343 2.485
H 2.499 -2.140 4.437
H 2.958 -3.382 3.254
H 1.374 -2.581 3.125
C 2.465 0.004 2.659
C 1.137 0.262 3.150
H 3.040 0.845 2.286
H 0.905 -0.236 4.108
H 0.364 -0.044 2.419
H 1.006 1.347 3.278
Hg 0.770 -0.999 -1.960
Cl -0.536 -2.999 -1.993
Cl 2.081 0.798 -2.755
H -0.186 -1.330 -6.326
H -1.879 -2.866 -6.141
C -0.219 -1.081 -5.260
C -2.182 -2.588 -5.127
N -1.575 -1.312 -4.793
H 0.054 -0.035 -5.097
C -2.133 -0.528 -3.846
O -1.554 0.411 -3.281
H -3.272 -2.486 -5.083
H -3.184 -0.803 -3.619
H 0.495 -1.732 -4.731
H -1.868 -3.373 -4.424
H 1.521 5.583 -0.352
H 2.997 4.042 -2.101
C 2.065 4.991 0.398
C 3.379 3.601 -1.167
N 2.381 3.669 -0.112
H 1.457 4.896 1.300
C 1.558 2.636 0.157
O 0.577 2.707 0.915
H 3.636 2.556 -1.358
H 1.837 1.699 -0.360
H 3.003 5.508 0.619
H 4.265 4.168 -0.858
C -3.381 -0.413 0.230
C -3.099 1.082 0.028
C -1.635 1.139 -0.406
O -1.025 -0.150 -0.224
C -1.991 -1.025 0.402
H -4.027 -0.610 1.087
H -3.851 -0.824 -0.671
H -3.210 1.631 0.967
H -3.739 1.546 -0.723
H -1.549 1.390 -1.474
H -1.053 1.856 0.196
H -1.735 -1.101 1.474
H -1.890 -2.016 -0.055
*
```

Atom charges from the Mulliken analysis, given in e for atoms 1 to 6: number 1, O, carries -0.4031; number 2, C, carries -0.8232; number 3, C, carries 0.5736; number 4, C, carries -0.3914; number 5, H, carries 0.4689; number 6, C, carries -0.6415

C21H36P2PdS as an isolated structure at a distorted geometry, computed with the ωB97M-V functional and the def2-TZVPD basis.

Computed properties:
gap between HOMO and LUMO (spin up / spin down)	0.2029 / 0.1965	Eh
energy	-2030.37431	Eh
<S²>	2.02
F_max	2.08	eV/Å

Geometry as ORCA input:
```
! wB97M-V def2-TZVPD RIJCOSX def2/J DEFGRID3
* xyz 0 3
P 0.152 -1.345 -6.419
P 0.049 1.735 -6.317
C -0.216 -0.468 -8.044
C 0.299 0.966 -8.016
H -1.305 -0.495 -8.197
H 0.256 -1.039 -8.858
H 1.375 1.005 -8.245
H -0.228 1.587 -8.756
C -1.538 2.569 -6.755
H -1.780 3.304 -5.980
H -2.347 1.832 -6.821
H -1.424 3.078 -7.722
C 1.152 3.175 -6.639
H 0.881 3.648 -7.594
H 2.194 2.832 -6.678
H 1.038 3.897 -5.820
C -0.961 -2.773 -6.758
H -0.780 -3.546 -6.000
H -0.757 -3.177 -7.761
H -2.005 -2.440 -6.696
C 1.708 -2.133 -7.025
H 2.507 -1.387 -7.100
H 1.527 -2.580 -8.012
H 2.009 -2.914 -6.318
Pd 0.025 0.056 -0.052
C 0.691 1.554 -1.573
C -0.703 1.471 -1.605
C -1.507 0.747 -2.648
C -1.872 -0.717 -2.297
C -0.828 -1.449 -1.518
C 0.553 -1.369 -1.723
C 1.225 -0.617 -2.830
C 1.647 0.829 -2.471
C 0.141 -1.577 1.183
H 1.120 2.397 -1.015
H -1.259 2.217 -1.021
H -0.987 0.782 -3.617
H -2.455 1.296 -2.775
H -2.788 -0.707 -1.688
H -2.120 -1.260 -3.224
H -1.183 -2.260 -0.873
H 1.179 -2.079 -1.176
H 0.586 -0.613 -3.724
H 2.142 -1.165 -3.099
H 2.608 0.783 -1.938
H 1.836 1.398 -3.398
H 0.944 -1.337 1.891
H 0.322 -2.488 0.594
H -0.841 -1.586 1.679
S 0.026 1.641 1.735
C -0.228 0.902 3.236
C 0.870 0.667 4.098
C 0.668 0.013 5.310
C -0.624 -0.382 5.691
C -1.721 -0.104 4.859
C -1.530 0.549 3.645
H 1.853 0.998 3.768
H 1.525 -0.190 5.953
H -0.776 -0.909 6.638
H -2.726 -0.403 5.155
H -2.357 0.792 2.978
*
```

Atom charges from the Mulliken analysis, given in e for atoms 1 to 6: number 1, P, carries 0.8491; number 2, P, carries 0.8380; number 3, C, carries -1.1327; number 4, C, carries -1.1443; number 5, H, carries 0.4502; number 6, H, carries 0.4768

A 13-piece molecular cluster, C43H56Cl2F6O36 overall at a distorted geometry, computed with the ωB97M-V functional and the def2-TZVPD basis.

Computed properties:
gap between HOMO and LUMO	0.3832	Eh
energy	-5900.26816	Eh
F_max	5.50	eV/Å

Geometry as ORCA input:
```
! wB97M-V def2-TZVPD RIJCOSX def2/J DEFGRID3
* xyz 0 1
C -7.305 -2.813 -7.927
C -5.811 -2.568 -7.616
C -5.493 -1.114 -7.304
O -4.464 -1.319 -6.337
C -4.551 -2.527 -5.719
O -3.957 -2.924 -4.709
O -5.366 -3.334 -6.510
H -7.616 -2.065 -8.656
H -7.887 -2.601 -7.030
H -7.663 -3.748 -8.359
H -5.198 -2.920 -8.445
H -6.327 -0.507 -6.953
H -5.188 -0.560 -8.192
C 0.615 1.450 0.835
C -0.077 0.099 0.670
C 0.883 -1.100 0.632
O 0.224 -2.042 1.424
C -0.596 -1.380 2.308
O -1.205 -1.902 3.267
O -0.667 -0.098 1.916
H 0.139 2.156 1.515
H 0.930 1.839 -0.133
H 1.491 1.420 1.482
H -0.792 0.180 -0.148
H 1.904 -0.888 0.950
H 1.076 -1.313 -0.419
C 0.364 -8.444 -1.149
C 0.787 -8.048 -2.550
C 2.249 -7.663 -2.719
O 2.477 -8.024 -4.049
C 1.665 -9.014 -4.365
O 1.903 -9.744 -5.333
O 0.691 -9.151 -3.458
H -0.468 -9.144 -1.231
H 0.031 -7.653 -0.477
H 1.213 -8.966 -0.707
H 0.086 -7.357 -3.018
H 2.933 -8.012 -1.946
H 2.431 -6.591 -2.640
C 7.831 7.936 6.401
C 6.445 8.178 5.737
C 6.350 7.690 4.291
O 5.086 6.907 4.264
C 4.609 6.753 5.546
O 3.562 6.186 5.856
O 5.539 7.300 6.407
H 8.564 8.637 6.003
H 8.167 6.906 6.284
H 7.772 8.033 7.485
H 6.137 9.211 5.901
H 7.151 7.091 3.858
H 6.214 8.542 3.625
C -1.637 8.914 3.090
C -0.423 9.543 2.330
C -0.036 8.861 1.046
O -0.292 9.822 0.051
C -0.676 11.006 0.589
O -1.046 11.992 0.005
O -0.832 10.769 1.918
H -2.413 8.601 2.392
H -2.119 9.508 3.866
H -1.335 8.052 3.686
H 0.403 9.499 3.040
H -0.621 7.960 0.863
H 0.984 8.506 0.899
C -3.043 -8.763 6.295
C -2.869 -8.360 7.709
C -3.786 -7.135 8.138
O -4.508 -7.537 9.216
C -4.432 -8.842 9.332
O -5.054 -9.518 10.184
O -3.631 -9.337 8.399
H -2.400 -8.146 5.668
H -4.036 -8.767 5.845
H -2.655 -9.743 6.017
H -1.848 -8.177 8.044
H -4.417 -6.771 7.328
H -3.154 -6.307 8.460
C 4.795 -6.139 4.397
Cl 3.756 -7.491 4.590
Cl 4.842 -5.258 5.884
H 5.743 -6.563 4.062
H 4.369 -5.614 3.542
C 1.454 -3.494 -8.088
C 1.546 -2.447 -9.143
O 2.335 -1.486 -8.415
C 2.109 -1.658 -7.113
O 2.501 -0.916 -6.204
O 1.516 -2.780 -6.889
F 0.272 -2.057 -9.266
H 2.365 -4.078 -8.220
H 0.593 -4.143 -8.249
H 1.868 -2.694 -10.154
C -4.061 3.255 8.316
C -3.012 2.177 8.539
O -2.460 2.653 9.764
C -2.593 3.988 9.822
O -2.007 4.674 10.674
O -3.419 4.382 8.850
F -2.144 2.275 7.553
H -4.958 3.087 8.912
H -4.276 3.347 7.251
H -3.532 1.223 8.624
C -7.522 -2.823 1.922
C -6.981 -3.445 0.674
O -7.800 -2.991 -0.314
C -8.967 -2.698 0.164
O -9.970 -2.394 -0.479
O -8.865 -2.759 1.539
F -7.036 -4.795 0.777
H -7.204 -1.789 2.060
H -7.352 -3.417 2.820
H -5.963 -3.077 0.554
C 6.538 5.618 -4.620
C 6.175 5.120 -3.295
O 5.966 6.332 -2.614
C 5.751 7.371 -3.400
O 5.427 8.419 -2.881
O 5.959 7.000 -4.627
F 7.149 4.368 -2.800
H 6.197 4.920 -5.386
H 7.627 5.619 -4.658
H 5.253 4.538 -3.298
C 9.547 -3.901 -3.857
C 8.261 -4.091 -4.627
O 7.316 -3.765 -3.657
C 7.973 -4.006 -2.389
O 7.506 -3.919 -1.276
O 9.224 -4.382 -2.623
F 8.003 -5.343 -5.062
H 9.803 -2.849 -3.735
H 10.369 -4.419 -4.350
H 8.204 -3.430 -5.492
C -5.602 5.319 -4.973
C -5.407 6.807 -4.750
O -4.100 6.962 -4.210
C -3.454 5.788 -4.325
O -2.256 5.633 -4.130
O -4.327 4.853 -4.833
F -6.311 7.353 -3.976
H -6.022 5.148 -5.964
H -6.295 4.905 -4.240
H -5.429 7.375 -5.681
*
```

Atom charges from the Mulliken analysis, given in e for atoms 1 to 6: number 1, C, carries -1.3794; number 2, C, carries 0.4630; number 3, C, carries -0.4011; number 4, O, carries -0.3059; number 5, C, carries 0.6568; number 6, O, carries -0.5765

One molecule with the formula C23H34N2O2, computed with the ωB97M-V functional and the def2-TZVPD basis.

Computed properties:
gap between HOMO and LUMO	0.3383	Eh
SMILES string	C=CCN(CC=C)C(=O)c1cccc(OC2CCN(CC(C)(C)C)CC2)c1
energy	-1156.76283	Eh
F_max	0.53	eV/Å

Geometry as ORCA input:
```
! wB97M-V def2-TZVPD RIJCOSX def2/J DEFGRID3
* xyz 0 1
C 3.183 -3.973 -1.188
C 3.015 -3.362 -0.031
C 2.093 -2.196 0.187
N 2.800 -1.079 0.779
C 2.666 -0.671 2.065
O 3.408 0.150 2.572
C 1.505 -1.240 2.822
C 1.698 -2.024 3.946
C 0.593 -2.463 4.658
C -0.680 -2.119 4.257
C -0.887 -1.315 3.130
C 0.223 -0.874 2.420
H 0.134 -0.236 1.557
O -2.195 -1.058 2.860
C -2.651 -0.378 1.700
C -2.290 1.109 1.654
C -2.909 1.743 0.410
N -2.430 1.061 -0.774
C -2.896 -0.310 -0.785
C -2.278 -1.070 0.386
H -2.641 -2.100 0.402
H -1.198 -1.093 0.253
H -4.000 -0.366 -0.717
H -2.588 -0.781 -1.720
C -2.654 1.782 -2.019
H -3.279 2.665 -1.845
H -3.190 1.145 -2.731
C -1.326 2.231 -2.667
C -0.600 3.208 -1.741
H 0.323 3.551 -2.204
H -1.220 4.078 -1.536
H -0.355 2.721 -0.802
C -0.436 1.012 -2.909
H -0.921 0.310 -3.584
H -0.235 0.512 -1.966
H 0.510 1.316 -3.353
C -1.638 2.919 -3.997
H -2.152 2.238 -4.672
H -0.719 3.248 -4.478
H -2.272 3.789 -3.840
H -4.013 1.698 0.486
H -2.613 2.792 0.358
H -2.664 1.600 2.554
H -1.211 1.250 1.618
H -3.743 -0.449 1.814
H -1.547 -2.455 4.804
H 0.727 -3.078 5.535
H 2.698 -2.283 4.257
C 3.815 -0.448 -0.055
C 3.176 0.474 -1.054
C 3.111 1.782 -0.890
H 2.626 2.425 -1.605
H 3.544 2.261 -0.028
H 2.730 0.005 -1.921
H 4.392 -1.229 -0.562
H 4.465 0.117 0.616
H 1.291 -2.504 0.863
H 1.649 -1.885 -0.765
H 3.558 -3.678 0.850
H 3.848 -4.812 -1.300
H 2.651 -3.664 -2.074
*
```

Atom charges from the Mulliken analysis, given in e for atoms 1 to 6: number 1, C, carries -0.7663; number 2, C, carries -0.3977; number 3, C, carries -0.3319; number 4, N, carries 0.3376; number 5, C, carries 0.1961; number 6, O, carries -0.6738

C31H36BeN4O4PSTe as an isolated structure, computed with the ωB97M-V functional and the def2-TZVPD basis.

Computed properties:
gap between HOMO and LUMO	0.2546	Eh
energy	-2745.46579	Eh
F_max	0.58	eV/Å

Geometry as ORCA input:
```
! wB97M-V def2-TZVPD RIJCOSX def2/J DEFGRID3
* xyz -1 1
Be 0.273 -1.698 0.050
O 1.834 -1.522 -0.416
N 2.689 -1.177 0.533
C 3.997 -1.259 0.228
C 4.959 -0.910 1.133
C 4.556 -0.484 2.401
C 3.219 -0.423 2.699
C 2.237 -0.769 1.752
S 0.552 -0.719 2.014
H 4.196 -1.619 -0.769
H 6.000 -0.983 0.854
H 5.293 -0.215 3.148
H 2.868 -0.121 3.675
C -1.341 2.713 -3.193
C -1.771 3.843 -2.295
C -2.757 4.732 -2.712
C -3.135 5.830 -1.953
C -2.510 6.058 -0.736
C -1.541 5.176 -0.287
C -1.166 4.068 -1.048
N -0.139 3.237 -0.579
C -0.150 1.820 -0.574
N -1.402 1.303 -0.408
C -1.950 0.035 -0.780
C -1.198 -1.150 -0.865
C -1.908 -2.229 -1.432
C -3.245 -2.191 -1.790
C -3.969 -1.035 -1.556
C -3.336 0.094 -1.064
C -4.153 1.347 -0.841
N 0.899 1.129 -0.715
C 2.140 1.710 -0.933
C 2.829 1.363 -2.103
C 4.099 1.845 -2.360
C 4.725 2.680 -1.441
C 4.058 3.008 -0.272
C 2.774 2.540 0.005
C 2.109 2.917 1.306
H -1.564 2.958 -4.232
H -1.847 1.775 -2.951
H -0.269 2.527 -3.104
H -3.222 4.566 -3.678
H -3.898 6.507 -2.315
H -2.784 6.912 -0.129
H -1.061 5.332 0.672
H 0.569 3.665 -0.008
H -2.093 2.017 -0.260
H -1.377 -3.164 -1.568
H -3.731 -3.067 -2.206
H -5.034 -0.995 -1.765
H -5.208 1.136 -1.017
H -3.869 2.163 -1.510
H -4.068 1.720 0.185
H 2.335 0.688 -2.791
H 4.608 1.560 -3.273
H 5.722 3.061 -1.627
H 4.547 3.639 0.463
H 2.811 2.818 2.133
H 1.255 2.273 1.525
H 1.774 3.961 1.302
C -1.296 -3.664 4.879
C -0.086 -3.983 4.029
O -0.500 -3.921 2.665
P 0.456 -4.296 1.418
O 0.048 -3.305 0.348
Te 2.690 -4.633 1.993
O -0.132 -5.717 0.944
C -1.497 -5.762 0.496
C -1.534 -6.288 -0.921
H -1.014 -3.651 5.934
H -2.079 -4.411 4.735
H -1.697 -2.687 4.608
H 0.313 -4.972 4.262
H 0.711 -3.257 4.197
H -1.951 -4.771 0.544
H -2.043 -6.420 1.174
H -1.042 -5.586 -1.595
H -2.567 -6.426 -1.248
H -1.013 -7.244 -0.983
*
```

Atom charges from the Mulliken analysis, given in e for atoms 1 to 6: number 1, Be, carries -0.5748; number 2, O, carries -0.4456; number 3, N, carries 1.0242; number 4, C, carries -0.6597; number 5, C, carries -0.8342; number 6, C, carries -0.2329

C32H53MnNP2 as an isolated structure at a distorted geometry, computed with the ωB97M-V functional and the def2-TZVPD basis.

Computed properties:
gap between HOMO and LUMO (spin up / spin down)	0.1982 / 0.1217	Eh
energy	-3139.06290	Eh
<S²>	6.50
F_max	3.59	eV/Å

Geometry as ORCA input:
```
! wB97M-V def2-TZVPD RIJCOSX def2/J DEFGRID3
* xyz 1 5
Mn -0.370 1.515 1.256
C 2.038 -0.372 1.741
C 2.244 0.926 1.226
C 0.837 1.093 3.087
C 1.211 -0.280 2.874
C 1.563 1.882 2.098
C 2.809 -1.584 1.362
H 3.090 -1.571 0.311
H 2.232 -2.495 1.554
H 3.744 -1.672 1.930
C 1.102 -1.310 3.929
H 1.305 -2.321 3.564
H 0.106 -1.309 4.384
H 1.824 -1.130 4.742
C 0.317 1.599 4.385
H 1.041 1.397 5.191
H -0.629 1.114 4.670
H 0.149 2.680 4.362
C 1.850 3.334 2.207
H 2.787 3.522 2.754
H 1.038 3.826 2.758
H 1.956 3.784 1.208
C 3.327 1.306 0.289
H 4.261 1.501 0.831
H 3.074 2.227 -0.249
H 3.557 0.525 -0.444
C 0.826 -3.146 -2.690
C 1.750 -3.325 -3.635
C 2.309 -2.294 -4.582
C 1.269 -1.251 -5.066
C 1.334 -0.033 -4.189
C 1.853 -0.101 -2.921
C 1.096 -0.757 -1.837
C 0.120 -1.888 -2.301
H 2.720 -2.814 -5.466
H 0.253 -1.676 -5.096
H 3.130 -1.778 -4.051
H -0.447 -1.510 -3.155
H 0.372 -4.023 -2.220
H 2.185 -4.324 -3.757
H -0.655 -2.174 -1.543
H 1.684 -1.086 -0.997
H 2.740 0.502 -2.654
H 0.488 0.073 -1.375
H 1.540 -1.084 -6.125
H 1.529 0.893 -4.737
P -0.637 1.070 -3.225
C -1.935 0.075 -4.099
C -0.397 2.374 -4.469
P -0.575 2.677 -0.532
C -1.581 2.015 -1.919
C 0.689 3.639 -1.461
C -1.581 3.898 0.436
H -2.563 -0.486 -3.388
H -1.515 -0.639 -4.825
H -2.575 0.794 -4.638
H -1.341 2.514 -4.998
H 0.378 2.155 -5.197
H -0.124 3.297 -3.968
H -2.608 3.989 0.051
H -1.129 4.892 0.406
H -1.681 3.598 1.492
H -2.339 1.335 -1.506
H -2.035 2.824 -2.470
H 1.314 4.248 -0.802
H 0.246 4.320 -2.205
H 1.346 2.934 -1.998
C -1.250 -4.338 1.459
N -1.764 -3.155 2.125
C -1.662 -3.239 3.559
C -1.500 -1.888 1.463
C -2.378 -0.780 2.021
C -3.637 -1.153 2.511
C -4.416 -0.271 3.260
C -3.947 1.022 3.482
C -2.732 1.437 2.917
C -1.991 0.564 2.115
H -1.709 -5.225 1.921
H -0.147 -4.447 1.555
H -1.507 -4.327 0.387
H -2.111 -2.373 4.044
H -2.221 -4.133 3.859
H -0.628 -3.364 3.912
H -0.421 -1.618 1.519
H -1.684 -2.052 0.382
H -3.962 -2.179 2.355
H -5.380 -0.584 3.656
H -4.503 1.733 4.093
H -2.370 2.458 3.095
*
```

Atom charges from the Mulliken analysis, given in e for atoms 1 to 6: number 1, Mn, carries 0.0379; number 2, C, carries 0.6298; number 3, C, carries 1.3290; number 4, C, carries 0.9773; number 5, C, carries 0.9807; number 6, C, carries -0.0354